1.
The following is a DFT calculation (ωB97M-V/def2-TZVPD) of a molecular structure, C41H40N8O4PbS.

Positions of all 95 atoms, in Å:
1 Pb -0.064 -0.561 0.205
2 C -4.294 1.286 -0.368
3 C -4.626 -0.092 -0.940
4 C -3.522 -1.196 -0.916
5 N -2.648 -1.346 0.249
6 C -3.089 -1.843 1.402
7 C -4.299 -2.651 1.526
8 C -5.104 -2.918 2.619
9 C -4.976 -2.459 3.953
10 C -3.917 -1.757 4.459
11 C -2.684 -1.517 3.843
12 C -2.161 -1.683 2.554
13 N -0.897 -1.633 2.260
14 C 0.124 -1.736 3.266
15 C 0.529 -0.384 3.932
16 C 1.287 0.563 2.966
17 N 0.429 1.055 1.935
18 C -0.065 2.277 1.852
19 C -0.101 3.156 2.996
20 C 0.191 4.466 3.021
21 C 0.493 5.327 1.934
22 C 0.103 5.120 0.644
23 C -0.484 4.008 0.061
24 C -0.629 2.688 0.536
25 N -1.146 1.680 -0.194
26 C -1.923 1.887 -1.384
27 C -3.401 2.230 -1.249
28 H -3.836 1.156 0.615
29 H -5.270 1.769 -0.229
30 H -4.878 0.053 -2.025
31 H -5.568 -0.435 -0.517
32 H -2.870 -1.036 -1.790
33 H -4.079 -2.064 -1.111
34 H -4.581 -3.044 0.555
35 H -5.971 -3.513 2.348
36 H -5.824 -2.665 4.610
37 H -4.107 -1.176 5.396
38 H -1.930 -0.974 4.385
39 H 0.989 -2.282 2.830
40 H -0.149 -2.424 4.067
41 H 1.216 -0.586 4.795
42 H -0.321 0.183 4.251
43 H 2.136 0.054 2.485
44 H 1.737 1.374 3.537
45 H -0.233 2.688 3.941
46 H 0.302 4.912 4.002
47 H 1.116 6.184 2.156
48 H 0.370 5.962 -0.045
49 H -0.885 4.152 -0.925
50 H -1.841 0.907 -1.907
51 H -1.445 2.647 -2.007
52 H -3.857 2.403 -2.223
53 H -3.464 3.231 -0.794
54 O 0.091 -4.744 -2.150
55 C 0.143 -3.492 -1.900
56 N 0.523 -2.940 -0.757
57 C 0.945 -3.908 0.232
58 C 2.379 -3.706 0.576
59 C 3.079 -4.590 1.428
60 C 4.402 -4.322 1.703
61 C 5.069 -3.243 1.072
62 C 4.324 -2.491 0.188
63 N 3.041 -2.668 0.000
64 C -0.140 -2.605 -3.047
65 C -0.592 -3.218 -4.240
66 C -0.790 -2.504 -5.364
67 C -0.416 -1.153 -5.336
68 C -0.046 -0.564 -4.133
69 N 0.069 -1.277 -3.013
70 H 0.341 -3.780 1.110
71 H 0.789 -4.880 -0.242
72 H 2.543 -5.421 1.879
73 H 4.940 -4.969 2.398
74 H 6.063 -3.011 1.380
75 H 4.762 -1.591 -0.304
76 H -0.800 -4.298 -4.189
77 H -1.093 -2.908 -6.293
78 H -0.333 -0.555 -6.233
79 H 0.277 0.467 -4.060
80 O 1.988 1.792 -4.705
81 S 3.266 1.454 -4.072
82 O 4.341 1.004 -4.942
83 N 2.960 0.425 -2.852
84 C 2.997 0.999 -1.650
85 O 2.766 0.481 -0.543
86 C 3.438 2.442 -1.774
87 C 3.790 3.327 -0.722
88 C 4.414 4.523 -1.088
89 C 4.647 4.952 -2.410
90 C 4.241 4.113 -3.414
91 C 3.682 2.880 -3.058
92 H 3.609 3.057 0.311
93 H 4.850 5.201 -0.343
94 H 5.102 5.934 -2.546
95 H 4.454 4.345 -4.461

Values from the calculation:
Net charge = -2
Lowest unoccupied orbital energy = 0.15840 hartree

2.
The following is a DFT calculation (ωB97M-V/def2-TZVPD) of a molecular structure, C23H52InNO.

Positions of all 78 atoms, in Å:
1 C 4.826 -3.346 -2.234
2 C 4.970 -2.412 -3.499
3 C 3.523 -1.987 -3.953
4 C 3.304 -0.449 -4.126
5 C 3.550 0.286 -2.756
6 In 1.122 -0.174 -4.727
7 O -0.163 -0.976 -3.218
8 C -0.931 0.118 -2.706
9 C -2.406 -0.327 -2.308
10 C -2.265 -1.290 -1.087
11 C -3.020 -0.968 -3.597
12 C -3.751 -2.331 -3.392
13 C -5.129 -2.048 -2.713
14 C -4.006 -2.973 -4.804
15 H 4.054 -2.895 -1.581
16 H 4.528 -4.367 -2.543
17 H 5.774 -3.393 -1.659
18 H 5.566 -1.534 -3.178
19 H 5.482 -2.946 -4.324
20 H 3.293 -2.480 -4.924
21 H 2.765 -2.349 -3.226
22 H 3.987 -0.015 -4.895
23 H 2.814 -0.150 -2.037
24 H 3.367 1.376 -2.811
25 H 4.575 0.122 -2.351
26 H 0.748 1.595 -4.882
27 H 0.734 -1.018 -6.273
28 H -0.419 0.458 -1.769
29 H -0.970 0.909 -3.483
30 H -2.910 0.621 -2.012
31 H -2.050 -0.640 -0.199
32 H -1.363 -1.920 -1.216
33 H -3.175 -1.861 -0.832
34 H -2.300 -1.084 -4.428
35 H -3.800 -0.258 -3.967
36 H -3.173 -3.082 -2.825
37 H -5.006 -1.444 -1.789
38 H -5.643 -2.997 -2.443
39 H -5.811 -1.466 -3.371
40 H -3.073 -3.439 -5.183
41 H -4.783 -3.768 -4.727
42 H -4.384 -2.239 -5.540
43 C 0.815 0.325 1.021
44 C 0.176 1.651 1.407
45 C 1.029 2.496 2.345
46 C 1.342 1.964 3.731
47 N 0.186 1.695 4.676
48 C -0.526 0.380 4.423
49 C 0.436 -0.692 4.901
50 C 1.180 -0.066 6.078
51 C 0.816 1.415 6.059
52 C -0.754 2.880 4.848
53 C -1.915 3.003 3.852
54 C -1.823 4.189 2.885
55 H 1.107 -0.261 1.899
56 H 0.110 -0.270 0.439
57 H 1.702 0.489 0.407
58 H -0.819 1.475 1.822
59 H 0.006 2.226 0.492
60 H 0.611 3.501 2.435
61 H 1.996 2.655 1.855
62 H 1.959 2.711 4.232
63 H 1.938 1.053 3.671
64 H -1.434 0.388 5.028
65 H -0.782 0.273 3.374
66 H 1.141 -0.958 4.113
67 H -0.085 -1.608 5.175
68 H 2.256 -0.212 5.985
69 H 0.881 -0.515 7.025
70 H 1.660 2.083 6.214
71 H 0.058 1.613 6.814
72 H -0.132 3.774 4.902
73 H -1.206 2.745 5.830
74 H -2.810 3.181 4.454
75 H -2.118 2.083 3.307
76 H -1.266 5.024 3.311
77 H -2.824 4.546 2.640
78 H -1.363 3.905 1.939

Values from the calculation:
Lowest unoccupied orbital energy = -0.03275 hartree

Record order is preserved below.
Strongest force on any atom: 2.48; 1.78 eV/A
Record order is preserved below.
HOMO-LUMO gap: 6.351; 5.040 eV